Entry 1:
{
  "formula": "C13H15ClO5",
  "method": "ωB97M-V/def2-TZVPD",
  "elements": ["C", "C", "H", "H", "O", "C", "O", "C", "C", "H", "H", "H", "O", "C", "C", "C", "C", "C", "C", "O", "C", "H", "H", "H", "H", "C", "O", "H", "Cl", "H", "H", "H", "H", "H"],
  "coordinates": [[-1.802, 3.383, -3.691], [-2.171, 2.149, -2.884], [-2.324, 2.412, -1.833], [-3.065, 1.666, -3.283], [-1.148, 1.148, -2.965], [-0.120, 1.267, -2.130], [0.008, 2.134, -1.309], [0.932, 0.174, -2.361], [0.418, -1.090, -3.048], [1.254, -1.766, -3.211], [-0.327, -1.605, -2.450], [-0.020, -0.827, -4.006], [1.654, -0.084, -1.171], [1.015, -0.362, -0.003], [-0.356, -0.576, 0.099], [-0.951, -0.914, 1.301], [-0.184, -1.063, 2.455], [1.186, -0.824, 2.353], [1.806, -0.464, 1.167], [3.145, -0.275, 1.254], [3.839, 0.484, 0.285], [3.327, 1.424, 0.070], [4.810, 0.693, 0.733], [3.979, -0.075, -0.643], [1.789, -0.919, 3.243], [-0.750, -1.441, 3.754], [-0.113, -1.580, 4.767], [-1.844, -1.597, 3.745], [-2.659, -1.153, 1.311], [-0.989, -0.479, -0.767], [1.689, 0.636, -3.013], [-1.604, 3.113, -4.726], [-0.917, 3.853, -3.270], [-2.623, 4.093, -3.662]],
  "smiles": "CCOC(=O)[C@H](C)Oc1cc(Cl)c(C=O)cc1OC",
  "largest_force_ha_per_bohr": 0.01397,
  "energy_ev": -36483.4749,
  "orbital_gap_ev": 8.67,
  "total_charge": 0,
  "e_homo_ha": -0.30935
}

---

Entry 2:
{
  "formula": "C13H15F3NO5S",
  "method": "ωB97M-V/def2-TZVPD",
  "elements": ["C", "C", "O", "C", "C", "C", "O", "C", "C", "C", "O", "H", "H", "H", "H", "H", "H", "H", "H", "H", "H", "H", "F", "C", "F", "F", "S", "N", "C", "O", "C", "C", "C", "O", "H", "H", "H", "H"],
  "coordinates": [[1.333, -3.623, 1.448], [0.077, -2.806, 1.571], [0.432, -1.434, 1.316], [-0.661, -0.641, 1.428], [-0.307, 0.769, 1.347], [-1.376, 1.744, 1.170], [-2.577, 1.615, 1.278], [-0.710, 3.076, 0.728], [0.794, 2.810, 0.723], [0.980, 1.268, 0.826], [-1.780, -1.107, 1.571], [1.136, -4.666, 1.695], [1.720, -3.591, 0.425], [2.104, -3.256, 2.129], [-0.691, -3.140, 0.858], [-0.341, -2.872, 2.587], [-1.077, 3.347, -0.274], [-0.997, 3.883, 1.414], [1.277, 3.222, -0.172], [1.263, 3.271, 1.601], [1.849, 0.990, 1.444], [1.146, 0.862, -0.192], [3.622, -1.285, 2.639], [4.034, -0.240, 3.411], [4.955, -0.711, 4.289], [4.643, 0.661, 2.591], [2.652, 0.514, 4.290], [3.681, 1.575, 5.209], [3.860, 2.900, 4.768], [3.331, 3.419, 3.804], [4.853, 3.510, 5.751], [5.124, 2.469, 6.816], [4.289, 1.242, 6.454], [4.164, 0.209, 7.072], [5.773, 3.778, 5.215], [4.427, 4.424, 6.182], [6.189, 2.195, 6.846], [4.846, 2.832, 7.814]],
  "largest_force_ha_per_bohr": 0.05998,
  "energy_ev": -44441.3445,
  "e_above_lowest_ev": 0.000,
  "orbital_gap_ev": 5.03,
  "total_charge": -1,
  "e_homo_ha": -0.10334
}

---

Entry 3:
{
  "formula": "C13H15NNbO4",
  "method": "ωB97M-V/def2-TZVPD",
  "elements": ["O", "C", "O", "Nb", "C", "C", "C", "C", "C", "C", "H", "H", "H", "H", "H", "H", "H", "H", "H", "H", "C", "C", "C", "C", "C", "C", "N", "O", "O", "H", "H", "H", "H", "H"],
  "coordinates": [[-1.827, -4.460, 0.774], [-1.852, -3.128, 0.645], [-0.711, -2.236, 0.900], [-0.069, -1.225, -0.837], [-3.329, -2.474, 0.214], [-4.338, -3.173, -0.907], [-5.740, -2.380, -1.259], [-6.062, -0.946, -0.506], [-5.085, -0.242, 0.632], [-3.685, -1.033, 0.985], [1.648, -1.565, -0.315], [-0.125, -2.702, -1.880], [-1.746, -0.829, -1.389], [-0.119, 0.333, 0.142], [0.553, -0.230, -2.227], [-4.008, -4.196, -1.402], [-6.450, -2.852, -2.067], [-7.042, -0.368, -0.785], [-5.307, 0.769, 1.183], [-2.917, -0.568, 1.771], [5.583, 2.630, 1.697], [4.314, 3.132, 1.991], [3.268, 2.967, 1.081], [3.504, 2.290, -0.124], [4.779, 1.791, -0.424], [5.818, 1.966, 0.493], [2.403, 2.090, -1.073], [1.294, 2.562, -0.780], [2.643, 1.458, -2.112], [6.394, 2.757, 2.413], [4.139, 3.651, 2.931], [2.285, 3.364, 1.324], [4.977, 1.268, -1.357], [6.810, 1.580, 0.270]],
  "largest_force_ha_per_bohr": 0.15317,
  "energy_ev": -24938.1590,
  "orbital_gap_ev": 6.80,
  "total_charge": -1,
  "e_homo_ha": -0.18010
}

---

Entry 4:
{
  "formula": "C13H15NO5S",
  "method": "ωB97M-V/def2-TZVPD",
  "elements": ["C", "C", "C", "C", "O", "C", "C", "C", "O", "S", "O", "O", "O", "C", "C", "C", "C", "C", "N", "C", "H", "H", "H", "H", "H", "H", "H", "H", "H", "H", "H", "H", "H", "H", "H"],
  "coordinates": [[0.145, -3.272, -1.126], [0.153, -2.160, -0.666], [0.068, -0.793, -0.059], [-0.546, 0.257, -1.032], [-1.867, -0.203, -1.300], [-2.744, 0.891, -1.597], [-3.382, 1.364, -0.259], [-4.140, 0.168, 0.400], [-1.041, -1.001, 0.904], [-0.315, -1.700, 2.198], [-0.664, -3.045, 2.421], [-0.484, -0.822, 3.304], [1.289, -1.470, 1.801], [1.189, -0.362, 0.894], [2.473, 0.236, 0.341], [3.429, 0.753, 1.230], [4.538, 1.306, 0.588], [4.610, 1.299, -0.795], [3.755, 0.786, -1.679], [2.713, 0.273, -1.020], [-0.160, -4.284, -1.320], [-0.036, 0.281, -2.007], [-0.607, 1.239, -0.535], [-3.522, 0.568, -2.307], [-2.151, 1.697, -2.065], [-2.531, 1.613, 0.397], [-4.029, 2.234, -0.432], [-5.203, 0.432, 0.512], [-3.683, -0.101, 1.360], [-4.120, -0.741, -0.222], [0.769, 0.477, 1.487], [3.310, 0.735, 2.313], [5.348, 1.745, 1.171], [5.493, 1.780, -1.239], [1.946, -0.181, -1.660]],
  "largest_force_ha_per_bohr": 0.04869,
  "energy_ev": -36282.4052,
  "e_above_lowest_ev": 4.174,
  "orbital_gap_ev": 10.37,
  "total_charge": 0,
  "e_homo_ha": -0.37408
}

---

Entry 5:
{
  "formula": "C13H15P",
  "method": "ωB97M-V/def2-TZVPD",
  "elements": ["C", "C", "C", "C", "C", "C", "C", "C", "C", "C", "C", "C", "C", "P", "H", "H", "H", "H", "H", "H", "H", "H", "H", "H", "H", "H", "H", "H", "H"],
  "coordinates": [[-0.864, -1.512, -4.849], [0.152, -2.147, -4.238], [-1.188, -0.313, -4.332], [0.856, -1.597, -3.166], [-0.779, 0.041, -3.065], [0.276, -0.601, -2.426], [-0.265, 0.167, 0.325], [-0.293, 0.678, 1.654], [1.650, -0.673, 2.735], [2.287, 0.630, 2.459], [0.711, 0.729, 2.718], [-1.592, 1.403, 1.962], [0.344, 1.302, 4.032], [1.077, -0.301, -0.726], [-1.284, -1.961, -5.715], [0.600, -3.045, -4.588], [-1.979, 0.279, -4.762], [1.718, -2.290, -2.946], [-1.230, 1.043, -2.657], [-1.154, 0.447, -0.255], [1.324, -1.204, 1.837], [1.935, -1.270, 3.677], [3.051, 1.040, 3.163], [-1.622, 2.496, 2.231], [-2.166, 0.890, 2.797], [-2.334, 1.322, 1.072], [1.181, 1.389, 4.715], [-0.372, 0.656, 4.525], [-0.039, 2.401, 3.818]],
  "largest_force_ha_per_bohr": 0.09193,
  "multiplicity": 3,
  "energy_ev": -23006.4714,
  "s2": 2.042,
  "e_above_lowest_ev": 0.750,
  "orbital_gap_ev": [7.64, 7.92],
  "total_charge": 0,
  "e_homo_ha": [-0.24535, -0.32832]
}

---

Entry 6:
{
  "formula": "C13H15PReSe2",
  "method": "ωB97M-V/def2-TZVPD",
  "elements": ["Re", "C", "H", "H", "H", "H", "H", "Se", "P", "Se", "C", "C", "C", "C", "C", "C", "C", "C", "C", "C", "C", "C", "H", "H", "H", "H", "H", "H", "H", "H", "H", "H"],
  "coordinates": [[0.075, -1.473, -2.056], [-4.032, -3.200, -2.694], [-4.066, -3.544, -3.722], [-3.107, -2.612, -2.564], [-4.041, -4.056, -2.025], [-4.806, -2.494, -2.491], [0.160, -2.723, -3.162], [-1.591, -0.272, -2.967], [0.229, -0.147, -0.286], [-0.961, -2.848, -0.540], [1.961, 0.161, 0.017], [2.459, 1.004, 1.032], [3.811, 1.317, 1.025], [4.659, 0.797, 0.042], [4.156, -0.053, -0.947], [2.805, -0.384, -0.962], [-0.778, 0.653, 0.927], [-1.380, 1.868, 0.521], [-1.950, 2.697, 1.475], [-1.964, 2.302, 2.830], [-1.478, 1.034, 3.203], [-0.908, 0.195, 2.257], [1.776, 1.414, 1.784], [4.226, 2.001, 1.771], [5.716, 1.071, 0.002], [4.810, -0.416, -1.732], [2.374, -1.021, -1.776], [-1.342, 2.153, -0.534], [-2.376, 3.665, 1.189], [-2.356, 2.985, 3.584], [-1.550, 0.722, 4.255], [-0.531, -0.794, 2.543]],
  "largest_force_ha_per_bohr": 0.08409,
  "multiplicity": 4,
  "energy_ev": -155813.8093,
  "s2": 3.796,
  "e_above_lowest_ev": 0.000,
  "orbital_gap_ev": [5.69, 5.17],
  "total_charge": 2,
  "e_homo_ha": [-0.58103, -0.59728]
}

---

Entry 7:
{
  "formula": "C13H16AsBrKN3O2S",
  "method": "ωB97M-V/def2-TZVPD",
  "elements": ["K", "Br", "C", "C", "C", "C", "C", "N", "C", "O", "O", "H", "H", "H", "S", "C", "N", "C", "C", "C", "N", "H", "H", "H", "H", "C", "As", "C", "C", "H", "H", "H", "H", "H", "H", "H", "H", "H"],
  "coordinates": [[-0.598, 0.367, -0.318], [-2.591, 1.686, -3.545], [-2.915, -0.198, -3.350], [-3.747, -0.827, -4.253], [-3.954, -2.186, -4.053], [-3.339, -2.820, -2.989], [-2.510, -2.087, -2.150], [-2.305, -0.775, -2.342], [-1.807, -2.766, -0.945], [-2.211, -3.899, -0.681], [-0.921, -2.070, -0.387], [-4.207, -0.282, -5.064], [-4.598, -2.738, -4.727], [-3.478, -3.869, -2.773], [1.724, 0.644, 1.995], [2.406, 2.087, 2.435], [3.753, 2.114, 2.758], [4.410, 3.227, 3.137], [3.741, 4.404, 3.206], [2.372, 4.357, 2.858], [1.737, 3.274, 2.498], [4.229, 1.225, 2.695], [5.460, 3.113, 3.367], [4.223, 5.321, 3.505], [1.782, 5.268, 2.886], [0.514, 4.687, -2.872], [0.641, 3.492, -1.332], [-0.263, 4.645, -0.033], [2.495, 3.864, -0.813], [0.890, 5.683, -2.635], [-0.530, 4.760, -3.175], [1.081, 4.276, -3.707], [0.209, 5.628, 0.010], [-0.225, 4.182, 0.951], [-1.305, 4.768, -0.329], [2.644, 4.924, -0.603], [3.168, 3.561, -1.615], [2.733, 3.277, 0.073]],
  "largest_force_ha_per_bohr": 0.00355,
  "energy_ev": -180348.4026,
  "e_above_lowest_ev": 0.309,
  "orbital_gap_ev": 7.12,
  "total_charge": 0,
  "e_homo_ha": -0.29342
}

---

Entry 8:
{
  "formula": "C13H16BF3N4O6",
  "method": "ωB97M-V/def2-TZVPD",
  "elements": ["N", "B", "O", "C", "O", "C", "N", "C", "O", "C", "F", "F", "F", "C", "N", "C", "O", "O", "N", "C", "O", "C", "C", "C", "C", "C", "C", "H", "H", "H", "H", "H", "H", "H", "H", "H", "H", "H", "H", "H", "H", "H", "H"],
  "coordinates": [[3.074, 1.376, 1.742], [2.518, 2.556, 0.949], [3.392, 3.775, 0.824], [1.035, 2.616, 0.243], [0.038, 3.123, 1.218], [-0.835, 2.030, 1.711], [-1.806, 1.529, 0.622], [-2.336, 0.151, 0.944], [-2.432, -0.104, 2.396], [-2.459, -1.557, 2.669], [-1.056, -2.057, 2.516], [-2.874, -1.879, 4.074], [-3.361, -2.283, 1.716], [-0.907, 1.509, -0.634], [-1.550, 1.714, -1.824], [-3.052, 1.902, -1.924], [-3.965, 0.927, -2.021], [-3.518, 3.318, -1.974], [0.560, 1.329, -0.382], [1.364, 0.876, -1.561], [0.783, -0.192, -2.379], [0.863, -1.516, -1.761], [0.741, -2.816, -2.806], [0.762, -4.383, -2.249], [0.905, -4.724, -0.642], [1.079, -3.450, 0.394], [1.055, -1.879, -0.180], [3.797, 0.945, 1.093], [3.650, 1.822, 2.505], [2.918, 4.550, 1.289], [1.089, 3.439, -0.621], [-0.170, 1.179, 2.160], [-1.503, 2.469, 2.571], [-1.769, -0.735, 0.415], [-3.460, 0.127, 0.535], [-1.002, 1.750, -2.709], [2.481, 0.561, -1.312], [1.474, 1.820, -2.285], [0.626, -2.633, -3.981], [0.644, -5.260, -3.041], [0.887, -5.828, -0.231], [1.188, -3.634, 1.567], [1.184, -1.028, 0.611]],
  "largest_force_ha_per_bohr": 0.19696,
  "energy_ev": -40799.4169,
  "e_above_lowest_ev": 15.288,
  "orbital_gap_ev": 7.15,
  "total_charge": 0,
  "e_homo_ha": -0.30738
}

---

Q: Which formula does entry 8 have?
A: C13H16BF3N4O6

---

Q: What is the formula in the second record?
A: C13H15F3NO5S

---

Copy entry 2 word for word.
{
  "formula": "C13H15F3NO5S",
  "method": "ωB97M-V/def2-TZVPD",
  "elements": ["C", "C", "O", "C", "C", "C", "O", "C", "C", "C", "O", "H", "H", "H", "H", "H", "H", "H", "H", "H", "H", "H", "F", "C", "F", "F", "S", "N", "C", "O", "C", "C", "C", "O", "H", "H", "H", "H"],
  "coordinates": [[1.333, -3.623, 1.448], [0.077, -2.806, 1.571], [0.432, -1.434, 1.316], [-0.661, -0.641, 1.428], [-0.307, 0.769, 1.347], [-1.376, 1.744, 1.170], [-2.577, 1.615, 1.278], [-0.710, 3.076, 0.728], [0.794, 2.810, 0.723], [0.980, 1.268, 0.826], [-1.780, -1.107, 1.571], [1.136, -4.666, 1.695], [1.720, -3.591, 0.425], [2.104, -3.256, 2.129], [-0.691, -3.140, 0.858], [-0.341, -2.872, 2.587], [-1.077, 3.347, -0.274], [-0.997, 3.883, 1.414], [1.277, 3.222, -0.172], [1.263, 3.271, 1.601], [1.849, 0.990, 1.444], [1.146, 0.862, -0.192], [3.622, -1.285, 2.639], [4.034, -0.240, 3.411], [4.955, -0.711, 4.289], [4.643, 0.661, 2.591], [2.652, 0.514, 4.290], [3.681, 1.575, 5.209], [3.860, 2.900, 4.768], [3.331, 3.419, 3.804], [4.853, 3.510, 5.751], [5.124, 2.469, 6.816], [4.289, 1.242, 6.454], [4.164, 0.209, 7.072], [5.773, 3.778, 5.215], [4.427, 4.424, 6.182], [6.189, 2.195, 6.846], [4.846, 2.832, 7.814]],
  "largest_force_ha_per_bohr": 0.05998,
  "energy_ev": -44441.3445,
  "e_above_lowest_ev": 0.000,
  "orbital_gap_ev": 5.03,
  "total_charge": -1,
  "e_homo_ha": -0.10334
}